# 1
Below is C27H38N2O10SbZr as an isolated structure at a distorted geometry, with properties calculated with ωB97M-V/def2-TZVPD.

## Properties
- E: -2200.82397 hartree
- Lowest unoccupied orbital energy: -4.62 eV
- HOMO: -9.2 eV

Structure (ORCA input):
```
! RIJCOSX wB97M-V def2-TZVPD def2/J DEFGRID3
* xyz 1 1
Sb -0.1572 -1.4558 2.9105
Zr -0.3642 -0.0221 -0.1454
O -4.0498 -1.6978 0.8049
O -0.1760 2.5653 -2.9299
O 2.2705 -0.4281 -3.6083
O 1.6580 2.0774 2.9504
O -2.0478 -0.7004 0.9486
O 0.5257 -0.3230 -2.2549
O -0.2409 1.9288 -0.7877
O -5.6571 2.3763 -2.4525
O 0.3150 -1.7940 0.1435
O 0.1412 0.8968 1.7275
N 1.8229 0.5081 -0.2312
N -2.2589 0.5082 -1.1792
C 1.2275 -3.6086 -1.1009
C 3.5273 1.9097 0.7438
C 2.2612 1.2802 0.7963
C 4.2787 1.7960 -0.3956
C -3.0493 -1.4809 3.9913
C 2.8852 -1.7362 2.6415
C 1.9672 -3.6816 3.9670
C -2.0867 -2.5431 3.5057
C 0.3017 -0.2685 4.8058
C 0.2725 -1.0803 6.0873
C -0.6109 0.9548 4.8895
C -2.1848 1.5809 -1.9693
C 2.5213 0.4947 -1.3708
C -1.8616 -3.6457 4.5092
C -4.5766 1.7276 -2.0263
C -0.0608 -2.9556 -0.5672
C -3.4383 0.0684 -0.7373
C 1.7436 -2.7216 2.8206
C -0.8203 -3.9219 0.3602
C 1.2965 1.4441 1.8200
C -3.2172 -0.9064 0.4285
C 1.7207 -0.1172 -2.4545
C -3.3212 2.2176 -2.4245
C -0.7322 2.0937 -1.9673
C -4.6303 0.6362 -1.1465
C -0.9990 -2.6442 -1.7590
C 3.7549 1.1089 -1.5075
H -3.2655 3.1037 -3.0338
H -1.5089 -3.5600 -2.0555
H -2.8059 -1.1521 4.9984
H -1.0195 -4.8527 -0.1635
H -1.1896 -4.4101 4.1275
H 0.8360 -0.5593 6.8614
H 3.2117 -0.2035 -3.6756
H 2.8286 -4.3068 3.7341
H 3.8191 -2.2763 2.4855
H -0.9573 1.2757 3.9021
H -1.4638 -3.2623 5.4432
H -1.7645 -3.4618 0.6505
H -5.5657 0.2552 -0.7666
H 1.1095 -4.3322 4.1102
H 1.3298 0.0488 4.6082
H -0.4424 -2.2720 -2.6207
H 1.8376 -3.9579 -0.2710
H -0.7470 -1.2106 6.4387
H 2.1811 -3.1601 4.8949
H -2.4521 -2.9359 2.5583
H 5.2424 2.2746 -0.4716
H 1.7968 -2.8608 -1.6553
H -1.5006 0.7227 5.4712
H 0.7158 -2.0611 5.9520
H -3.0499 -0.6256 3.3133
H 2.7000 -1.1032 1.7696
H -4.0583 -1.8916 4.0012
H -6.4783 2.0021 -2.1052
H -1.7666 -1.9153 -1.4697
H 0.8783 2.1895 3.5189
H -2.8203 -4.1149 4.7263
H 1.6069 -3.2737 1.8912
H 3.8597 2.4794 1.5948
H 1.0058 -4.4437 -1.7594
H -0.1068 1.7866 5.3879
H -0.2400 -4.1427 1.2547
H 3.0129 -1.1103 3.5239
H 4.2949 1.1270 -2.4403
*
```

=====

# 2
Below is C52H46As2IN2PW as an isolated structure, with properties calculated with ωB97M-V/def2-TZVPD.

## Properties
- E: -7294.88978 hartree
- Lowest unoccupied orbital energy (spin up / spin down): -12.46 / -12.59 eV
- HOMO (spin up / spin down): -17.8 / -17.8 eV
- <S²>: 2.04

Structure (ORCA input):
```
! RIJCOSX wB97M-V def2-TZVPD def2/J DEFGRID3
* xyz 4 3
W 0.4432 0.6403 0.2072
I 3.0135 0.8379 1.4551
As -1.6185 2.3278 -0.4955
As -1.8869 -0.7161 0.3458
P 1.3089 -1.8641 0.5343
N 1.1864 2.6971 0.0305
N 2.4293 4.4380 -0.3679
C 6.7723 -0.4973 -0.0615
C 0.5499 -3.5470 -3.1697
C -2.1059 2.5932 -5.1576
C -0.8827 1.7827 -3.2558
C -2.9916 0.1456 4.3423
C 3.0425 -2.4597 0.6415
C -1.1107 5.1350 -0.7670
C -3.0911 -3.2801 0.8989
C -3.3641 1.6887 0.0633
C 1.9828 3.2811 -0.8749
C 5.4414 -2.5178 0.1472
C -1.9413 5.7753 1.8175
C 0.7387 -2.4263 -3.9690
C -0.2122 -3.9718 1.6547
C 2.3942 2.7698 -2.2061
C 4.2285 -4.5835 0.4437
C -0.8428 1.1418 3.8965
C -3.0135 3.2169 -4.3092
C 4.2682 -1.7669 0.4478
C -2.8547 3.1285 -2.9352
C -0.6679 -4.6849 2.7573
C 5.3899 -3.9305 0.1488
C -3.7773 -4.8006 -0.8356
C -3.0192 -0.4207 3.0720
C -1.0390 1.8780 -4.6324
C -3.4475 0.2417 -0.3374
C 6.6678 -1.8569 -0.1134
C -1.0827 6.4523 -0.3332
C -2.5225 -2.8336 -1.4150
C 0.9426 -2.2438 -1.1925
C -2.4710 -2.4919 -0.0668
C 1.9427 4.6117 0.9014
C -1.4899 6.7695 0.9574
C -3.7420 -4.4403 0.5061
C 4.4660 -0.3775 0.5514
C 0.4924 -2.7877 1.8447
C 0.7477 -2.3280 3.1436
C -1.9466 -0.2404 2.2060
C -0.4299 -4.2181 4.0401
C -3.1701 -3.9998 -1.7945
C 1.1740 3.5284 1.1500
C 1.1458 -1.1245 -2.0150
C -0.8842 0.5424 2.6480
C -1.5528 4.1409 0.1021
C 0.6571 -3.4656 -1.7880
C -1.9174 0.9235 4.7528
C -1.7850 2.4026 -2.4064
C 5.6496 0.2639 0.3109
C -1.9750 4.4559 1.3925
C 0.2795 -3.0356 4.2338
C 3.0587 -3.8420 0.6636
C 1.0455 -1.1997 -3.3965
H 0.5255 -4.3594 -1.1950
H -2.2309 2.6696 -6.2288
H -0.7774 -4.7835 4.8938
H -3.8865 -0.9937 2.7646
H -1.1969 -5.6162 2.6083
H -4.2303 -5.0597 1.2461
H 7.7114 -0.0007 -0.2576
H -3.5563 3.6442 -2.2881
H -3.0570 -3.0111 1.9477
H -3.4809 0.0965 -1.4212
H 5.7485 1.3339 0.4349
H 0.5852 3.3076 2.0248
H 7.5350 -2.4611 -0.3443
H -2.3435 3.6885 2.0666
H -3.4767 1.8337 1.1400
H 2.1706 5.4772 1.4971
H -2.2839 6.0336 2.8096
H 0.4882 -2.6865 5.2351
H 2.1463 -4.3970 0.8450
H -0.3981 -4.3587 0.6624
H -1.9123 1.3608 5.7414
H 3.0333 5.0854 -0.8577
H 1.7372 3.1391 -2.9938
H 0.0061 1.7318 4.2137
H -4.1036 2.3124 -0.4461
H -3.2185 -4.2748 -2.8388
H 2.3850 1.6785 -2.2273
H -0.7688 7.2365 -1.0082
H -1.4783 7.7991 1.2871
H 1.6213 -0.1907 -1.5891
H -3.8414 3.7787 -4.7189
H -4.3050 -0.2813 0.0999
H -3.8240 -0.0147 5.0143
H 3.4116 3.0878 -2.4321
H 6.2949 -4.4829 -0.0660
H 0.1139 0.6638 2.1184
H 1.2525 -0.3456 -4.0230
H 0.6762 -2.5148 -5.0445
H -0.0450 1.2193 -2.8519
H -4.2934 -5.7026 -1.1364
H 1.3441 -1.4359 3.3069
H 0.3315 -4.5005 -3.6305
H -0.8254 4.8951 -1.7860
H 4.1923 -5.6624 0.4871
H -2.0680 -2.2001 -2.1709
H -0.3319 1.4033 -5.3010
*
```

=====

# 3
Below is a 2-piece molecular cluster, C4H8N2O overall at a distorted geometry, with properties calculated with ωB97M-V/def2-TZVPD.

## Properties
- E: -341.96463 hartree
- Lowest unoccupied orbital energy: 0.73 eV
- HOMO: -8.7 eV

Structure (ORCA input):
```
! RIJCOSX wB97M-V def2-TZVPD def2/J DEFGRID3
* xyz 0 1
O 0.1562 2.1177 -4.3844
N 0.4354 1.0721 1.5417
N -0.5770 -0.0423 -0.0510
C -0.1917 -0.9253 0.9241
C -0.1726 1.1346 0.3324
C -0.2612 -2.4075 0.6986
C 0.4565 -0.2486 1.9252
H -0.7064 1.7176 -4.2020
H 0.6708 -2.8873 0.9719
H -0.4401 2.1086 -0.0606
H 0.8407 1.8582 2.0167
H 0.8920 -0.5027 2.8741
H -1.0622 -2.8677 1.2830
H 0.4451 2.4377 -3.5234
H -0.4856 -2.5651 -0.3463
*
```

=====

# 4
Below is C32H49AlB2Br3F13KLiN4O13P3S as an isolated structure at a distorted geometry, with properties calculated with ωB97M-V/def2-TZVPD.

## Properties
- E: -13788.01684 hartree
- Lowest unoccupied orbital energy: -2.92 eV
- HOMO: -5.2 eV

Structure (ORCA input):
```
! RIJCOSX wB97M-V def2-TZVPD def2/J DEFGRID3
* xyz -1 1
Br 1.7696 6.6542 3.9867
Br 3.2721 4.4184 2.2984
Br 3.4087 7.4678 1.3801
K -4.1020 5.2272 -1.4209
S 1.0819 5.7243 -3.5470
P -2.3547 0.0822 -2.5019
P -3.9490 -3.9650 4.0295
P -1.0203 -0.0964 -0.4864
Al -4.9273 4.8836 1.6866
F 3.4186 -3.9297 1.9782
F 2.5741 -4.3984 -0.1080
F -3.0220 -2.6356 3.5485
F -4.8957 -2.8496 4.8103
F -5.4388 -4.3211 3.4014
F 3.8093 -5.9756 1.0139
F -3.3813 -4.4700 2.5419
F -3.8658 -5.5651 4.4304
F 2.7680 7.5293 -4.4656
F 1.0933 7.1534 -5.7707
F 4.8333 -4.0997 0.1850
F -2.9988 -3.8982 5.3824
F 0.8191 8.3230 -3.9735
O -4.0794 -2.4564 -1.5148
O 1.1944 -0.9506 1.0547
O -0.6028 -0.4173 -5.9859
O 0.8194 1.8800 -3.4582
O -0.3626 5.5556 -3.6784
O -2.6084 0.7686 1.9448
O 1.7862 4.6621 -4.2027
O 1.5279 6.0379 -2.2057
O 1.4907 -0.1944 -6.5344
O -3.7060 0.9302 -0.1106
O -1.9607 -1.1370 -3.4750
O -5.1242 -1.4623 0.1871
O 0.6780 -2.1610 -6.1503
N 1.9983 -2.2944 -1.5908
N -1.9583 1.3434 -3.4173
N 0.5334 -0.9302 -6.2411
N 0.8314 -8.2163 -2.0002
C 0.4773 -0.4440 -1.6317
C 4.5151 0.4929 0.9062
C -4.1281 -1.9622 -0.2621
C -0.3781 -8.3207 -2.6379
C -0.5915 -9.6417 -2.9162
C 5.5926 0.5574 -0.1341
C 2.4597 0.2305 2.7932
C -1.0855 2.8981 0.1171
C 4.6694 0.9953 2.1770
C 3.3254 -0.1252 0.5957
C -2.8582 -2.1318 0.4990
C -4.7285 1.5665 0.6210
C -0.0509 -0.3104 1.1726
C 3.6484 0.8579 3.0917
C 2.2993 -0.2623 1.5007
C 0.8691 -1.8265 -1.9441
C 1.4619 7.2550 -4.4874
C -2.2963 4.8791 1.7796
C 0.5346 -10.3625 -2.4313
C 1.3841 0.0407 3.8545
C 0.5724 2.2963 -4.7366
C 1.3942 -9.4554 -1.8751
C -0.6235 3.2466 1.4053
C -0.6425 4.4998 3.5797
C 3.2892 6.2536 2.8614
C -1.5596 -1.9229 -0.2990
C 1.8305 0.5332 5.2337
C -0.3353 1.8614 -0.5769
C -2.7651 4.6062 0.5165
C -2.1536 3.6276 -0.3355
C -1.1733 4.1818 2.2166
C 1.0860 -1.4830 3.9963
B 3.6913 -4.6031 0.7932
B -2.5599 0.5962 0.5858
Li 0.5703 -4.3427 -1.4852
H -0.4559 5.5568 3.6970
H 0.2071 3.8763 3.8189
H -0.9812 -7.4508 -2.8377
H -4.7222 -1.9676 -2.0408
H -1.9795 -0.8813 -4.4182
H -1.9087 2.2481 -2.9709
H 3.8459 1.2466 4.0724
H 2.3522 -9.5818 -1.4022
H 6.5624 0.4184 0.3267
H 5.6006 1.4602 2.4522
H 2.0839 -3.2509 -1.9218
H 1.9161 -2.0475 3.5917
H 0.0342 3.2543 -4.8376
H 0.0039 1.5920 -5.3757
H 1.0535 -1.7336 5.0489
H -2.7704 5.6225 2.4166
H 0.4774 0.6012 3.6485
H -1.4329 4.2375 4.2828
H 0.1700 -2.4255 -2.5467
H -2.9178 -1.7821 1.5185
H 4.1709 6.3931 3.4679
H 0.6278 1.8427 -0.0840
H -5.4879 1.8841 -0.0927
H 0.1425 -1.7655 3.5513
H 2.7854 0.0830 5.4780
H 0.6938 -11.4258 -2.4863
H -2.8832 -3.2151 0.6500
H 1.4613 2.4732 -5.3589
H -0.6707 -0.9831 1.7637
H -4.3770 2.4611 1.1520
H 3.2007 -0.5343 -0.3892
H -0.0366 2.1747 -1.5823
H 5.4665 -0.2897 -0.7956
H 1.2451 -7.3650 -1.6738
H -0.7868 -2.5098 0.1934
H 2.0158 1.6062 5.1770
H -3.6716 5.1634 0.1640
H -1.7267 -2.4692 -1.2286
H 1.3611 0.0903 -1.3140
H -2.5389 -0.0449 2.4595
H 0.2413 2.7362 1.7936
H -1.1217 1.1799 -4.0779
H -1.4564 -10.0480 -3.4121
H 0.0025 0.5908 1.7629
H 1.0701 0.3549 5.9796
H -2.5415 3.4231 -1.3499
H 5.5367 1.4737 -0.7088
H -5.2167 0.9046 1.3246
H 0.2558 0.0129 -2.5976
*
```

=====

> Which of these has the lowest E?

C32H49AlB2Br3F13KLiN4O13P3S